Record 1
15
Properties=species:S:1:pos:R:3:lowdin_charge:R:1 method="wB97M-V/def2-TZVPD" orbital_gap_ev="11.11 / 5.42" charge=+1 multiplicity=2 relative_energy_kcal_mol=32.1 total_energy_ev=-6243.43928 homo_ev="-14.81 / -14.59"
N -1.23774 -0.03862 1.20472 0.067
C -0.46070 -0.55860 0.01802 -0.403
C 0.75720 -1.29919 0.64994 -0.029
C -0.12574 0.46657 -1.04989 -0.138
N 0.60657 1.64407 -0.55446 0.304
H -2.14081 0.22446 0.79033 0.091
H -0.85641 0.89454 1.40357 0.074
H -1.10022 -1.23045 -0.57781 0.148
H 1.70627 -1.06201 0.19923 0.075
H 0.40909 -2.31253 0.43795 0.089
H 0.66689 -1.24913 1.74000 0.089
H 0.39801 0.05794 -1.93210 0.161
H -1.07057 0.82769 -1.47403 0.161
H 1.31550 2.04447 -1.18118 0.157
H 1.13267 1.59079 0.32570 0.156

---

Record 2
16
Properties=species:S:1:pos:R:3:lowdin_charge:R:1 method="wB97M-V/def2-TZVPD" orbital_gap_ev=9.54 charge=0 relative_energy_kcal_mol=36.1 total_energy_ev=-8299.94052 homo_ev=-8.46 smiles=NCNCCO
C -0.03094 0.86483 0.50265 -0.197
C 0.57260 -0.25487 1.38821 -0.242
O 1.80105 0.13719 1.99632 -0.090
N 0.07542 0.64015 -0.92430 -0.087
C -1.04798 0.08762 -1.60343 -0.348
N -1.27506 -1.32662 -1.46529 0.020
H 0.50011 1.76185 0.77595 0.101
H -1.08878 0.97012 0.69600 0.106
H -0.10668 -0.55762 2.18931 0.105
H 0.77964 -1.10674 0.74421 0.105
H 1.68291 0.95420 2.49530 0.078
H 0.96546 0.30125 -1.25078 0.111
H -0.99311 0.37366 -2.65528 0.106
H -1.93074 0.62686 -1.24328 0.113
H -2.04829 -1.72119 -0.97208 0.058
H -0.73040 -1.91314 -2.06855 0.060

---

Record 3
16
Properties=species:S:1:pos:R:3:lowdin_charge:R:1 method="wB97M-V/def2-TZVPD" orbital_gap_ev=8.76 charge=0 relative_energy_kcal_mol=128.4 total_energy_ev=-8295.93757 homo_ev=-7.84 smiles="C=COC.NN"
C -0.50168 0.65417 2.10830 -0.192
C -0.21529 0.74042 -0.49086 -0.190
C 1.05698 1.15510 -0.43650 -0.081
O -1.15384 0.58279 0.87757 -0.250
H -0.92244 1.27600 -1.11073 0.101
H -0.06072 -0.31174 2.39551 0.073
H -1.26048 0.92073 2.85720 0.084
H 0.31867 1.39114 2.13139 0.075
H 1.81341 0.60573 0.10467 0.045
H 1.33620 2.11819 -0.82763 0.042
N 0.56077 -1.82744 -1.57646 -0.002
N -0.54111 -1.18117 -0.89416 -0.048
H 0.23809 -2.02187 -2.52504 0.076
H 1.27123 -1.11570 -1.74141 0.052
H -1.42191 -1.68659 -0.99244 0.125
H -0.51788 -1.29976 0.12059 0.092

---

Record 4
16
Properties=species:S:1:pos:R:3:lowdin_charge:R:1 method="wB97M-V/def2-TZVPD" orbital_gap_ev=9.72 charge=0 relative_energy_kcal_mol=97.2 total_energy_ev=-8297.28726 homo_ev=-8.67 smiles=CC(C)ONN
C 0.05345 0.40309 -0.30103 -0.492
C 0.73151 1.69556 -0.70119 -0.048
C -1.31555 0.19519 -0.93401 -0.058
N -0.32480 -0.91784 1.54439 -0.018
N 0.81988 -1.95069 0.74241 0.031
O -0.00252 0.36086 1.11265 -0.181
H -0.15755 -0.84485 2.55522 0.100
H 0.67761 -0.56795 -0.49402 0.124
H 1.53929 -2.09348 1.44961 0.042
H 0.24039 -2.78273 0.69778 0.045
H -1.98074 1.02014 -0.66909 0.080
H 1.70135 1.78321 -0.21398 0.077
H 0.86910 1.71868 -1.78036 0.079
H 0.12115 2.55295 -0.41825 0.080
H -1.75492 -0.73057 -0.57423 0.063
H -1.21764 0.15845 -2.01592 0.077